# 1
Formula: C26H68Cu2O26S8
Source: the OMol25 dataset
Level of theory: ωB97M-V/def2-TZVPD

Atoms and positions in Å:
Cu -3.36 1.57 -1.05
Cu -2.29 -2.14 0.70
O 0.02 -2.10 0.64
C 0.28 -0.74 0.22
C -0.70 -0.05 -0.82
O -2.11 -0.25 -0.66
H 1.28 -0.67 -0.21
H 0.30 -0.18 1.15
H -0.30 -0.04 -1.83
H -0.63 1.00 -0.53
O 2.54 -6.02 1.88
S 2.92 -5.96 0.47
O 4.18 -6.54 -0.03
O 1.68 -6.63 -0.36
C 0.42 -6.81 0.24
C -0.18 -5.51 0.67
C 2.83 -4.19 -0.01
H 0.56 -7.40 1.15
H -0.26 -7.35 -0.41
H -1.10 -5.83 1.18
H -0.45 -4.83 -0.14
H 0.38 -4.97 1.44
H 3.57 -3.61 0.53
H 1.85 -3.78 0.23
H 3.11 -4.15 -1.07
O 4.39 4.02 2.13
S 4.18 4.15 0.65
O 5.15 3.71 -0.32
O 2.76 3.40 0.35
C 2.19 2.71 1.41
C 1.23 3.71 2.08
C 3.54 5.87 0.35
H 2.88 2.09 1.98
H 1.48 2.07 0.87
H 0.71 4.31 1.33
H 1.77 4.35 2.77
H 0.51 3.16 2.68
H 2.68 5.94 1.03
H 3.31 5.83 -0.71
H 4.38 6.50 0.60
O -1.17 -1.83 5.14
S -1.39 -0.79 4.16
O -1.93 -1.18 2.81
O -2.39 0.40 4.77
C -3.58 0.86 4.09
C -4.39 1.85 4.94
C 0.10 0.32 3.99
H -4.27 0.02 4.05
H -3.32 1.35 3.15
H -3.72 2.67 5.20
H -4.80 1.48 5.88
H -5.17 2.37 4.38
H -0.16 1.18 3.38
H 0.97 -0.17 3.54
H 0.31 0.71 4.99
O 3.27 -0.68 3.75
S 3.65 -2.13 3.88
O 4.72 -2.62 3.02
O 4.00 -2.52 5.51
C 3.06 -2.23 6.57
C 3.80 -2.31 7.85
C 2.09 -3.12 3.78
H 2.26 -2.96 6.67
H 2.53 -1.30 6.35
H 4.70 -1.70 7.78
H 4.24 -3.29 8.01
H 3.22 -2.07 8.74
H 2.10 -4.07 4.31
H 1.71 -3.17 2.76
H 1.34 -2.50 4.28
O -1.20 1.72 -4.85
S -1.77 2.72 -3.96
O -2.68 2.53 -2.86
O -0.48 3.64 -3.48
C -0.66 4.55 -2.39
C 0.52 4.49 -1.43
C -2.42 4.00 -5.10
H -1.54 4.36 -1.77
H -0.70 5.54 -2.85
H 0.35 5.37 -0.81
H 1.53 4.76 -1.74
H 0.39 3.65 -0.75
H -2.57 5.00 -4.68
H -3.38 3.64 -5.48
H -1.64 4.05 -5.86
O 3.62 4.82 -3.18
S 3.96 3.96 -4.35
O 4.99 4.32 -5.30
O 4.20 2.40 -3.82
C 3.44 1.97 -2.73
C 3.07 0.49 -2.85
C 2.42 3.61 -5.28
H 2.48 2.46 -2.58
H 3.96 2.12 -1.78
H 3.81 0.00 -3.49
H 2.13 0.27 -3.35
H 2.96 0.04 -1.87
H 1.76 3.16 -4.53
H 2.74 2.92 -6.06
H 2.05 4.54 -5.71
O -5.23 0.84 0.04
S -5.39 -0.41 0.73
O -4.20 -1.12 1.20
O -6.35 -0.21 2.06
C -7.13 0.95 2.02
C -8.10 0.76 3.18
C -6.56 -1.61 -0.19
H -7.64 1.14 1.08
H -6.54 1.86 2.17
H -8.64 -0.16 2.92
H -8.77 1.61 3.07
H -7.74 0.52 4.18
H -6.59 -2.47 0.48
H -6.20 -1.87 -1.19
H -7.54 -1.14 -0.25
O 2.29 -3.91 -7.09
S 0.95 -3.65 -6.63
O 0.18 -4.72 -5.99
O 0.92 -2.26 -5.76
C -0.03 -2.09 -4.72
C 0.37 -2.64 -3.35
C -0.12 -3.05 -8.01
H -0.96 -2.49 -5.13
H -0.22 -1.04 -4.51
H 1.31 -2.24 -2.96
H 0.50 -3.72 -3.40
H -0.43 -2.48 -2.63
H 0.34 -2.12 -8.34
H -1.11 -2.78 -7.66
H -0.19 -3.84 -8.76

Output
F_max = 6.0 eV Å⁻¹
Kohn-Sham gap (alpha / beta) = 7.62 / 2.06 eV
multiplicity = 4
net charge = +3
lowest unoccupied orbital energy (alpha / beta) = -8.4431 / -13.9997 eV

# 2
Formula: C26H70O15
Source: the OMol25 dataset
Level of theory: ωB97M-V/def2-TZVPD

Atoms and positions in Å:
C -3.38 3.40 1.59
O -2.54 3.84 2.65
C -2.28 5.25 2.53
C -1.64 5.72 3.83
O -0.58 4.95 4.38
C 0.63 5.18 3.69
H -2.91 3.18 0.64
H -4.17 4.12 1.36
H -3.87 2.45 1.82
H -3.16 5.89 2.42
H -1.66 5.38 1.64
H -2.42 5.76 4.59
H -1.30 6.75 3.72
H 1.30 4.71 4.42
H 0.77 6.25 3.60
H 0.68 4.70 2.71
C -5.91 -2.73 -3.18
O -5.25 -2.54 -1.95
C -5.50 -1.31 -1.32
C -5.04 -0.09 -2.08
O -3.65 -0.17 -2.42
C -3.10 1.12 -2.93
H -6.81 -2.13 -3.26
H -6.27 -3.75 -3.30
H -5.22 -2.50 -4.00
H -4.83 -1.31 -0.46
H -6.57 -1.33 -1.07
H -5.19 0.76 -1.43
H -5.63 0.10 -2.98
H -3.68 1.47 -3.79
H -2.03 1.23 -3.14
H -3.23 1.89 -2.17
C 5.48 -2.35 -1.15
O 5.10 -3.57 -0.53
C 3.83 -3.54 0.16
C 2.61 -3.38 -0.81
O 2.45 -1.96 -1.17
C 1.25 -1.72 -1.87
H 6.56 -2.42 -1.27
H 5.24 -1.47 -0.56
H 4.89 -2.34 -2.07
H 3.97 -2.69 0.83
H 3.63 -4.43 0.75
H 1.70 -3.64 -0.26
H 2.93 -3.86 -1.73
H 1.21 -2.31 -2.79
H 1.38 -0.69 -2.21
H 0.40 -1.87 -1.20
C 3.85 0.92 4.93
O 2.64 0.14 4.97
C 3.04 -1.28 5.11
C 1.85 -2.33 4.95
O 1.44 -2.51 3.58
C 0.84 -1.42 2.87
H 3.60 1.86 5.44
H 4.23 1.12 3.93
H 4.62 0.55 5.61
H 3.65 -1.29 6.01
H 3.66 -1.47 4.23
H 1.04 -1.97 5.58
H 2.07 -3.36 5.26
H 0.85 -1.77 1.84
H 1.39 -0.49 3.02
H -0.20 -1.31 3.19
C -2.08 -2.01 -4.12
O -1.38 -2.74 -5.20
C -0.28 -2.03 -5.63
C 0.56 -2.76 -6.68
O 1.60 -3.60 -6.15
C 2.10 -4.63 -6.96
H -1.49 -1.77 -3.23
H -2.97 -2.50 -3.72
H -2.51 -1.08 -4.50
H 0.43 -1.70 -4.87
H -0.47 -1.03 -6.02
H 1.16 -2.08 -7.28
H -0.13 -3.31 -7.33
H 1.30 -5.20 -7.44
H 2.48 -5.42 -6.31
H 2.91 -4.49 -7.68
C 1.44 3.48 -1.98
O 2.35 2.71 -1.19
C 1.62 1.87 -0.24
C 2.60 1.06 0.61
O 3.49 1.84 1.40
C 2.98 2.91 2.12
H 2.08 3.75 -2.83
H 1.17 4.37 -1.41
H 0.57 2.92 -2.31
H 1.04 1.16 -0.81
H 0.92 2.41 0.40
H 3.28 0.42 0.05
H 2.01 0.32 1.16
H 2.47 2.50 2.99
H 2.31 3.58 1.58
H 3.86 3.48 2.43
O -2.57 -3.65 1.30
H -2.27 -2.87 0.82
H -2.89 -3.31 2.13
C -1.90 -0.23 0.52
O -2.16 -1.43 -0.15
H -1.19 -0.38 1.34
H -1.44 0.54 -0.10
H -2.84 0.12 0.95
H -2.47 -1.25 -1.04
C -0.14 1.61 4.28
O -0.86 1.85 3.11
H 0.46 0.70 4.33
H 0.34 2.54 4.58
H -0.83 1.33 5.08
H -1.40 2.63 3.25

Output
F_max = 3.0 eV Å⁻¹
Kohn-Sham gap (alpha / beta) = 8.85 / 2.26 eV
multiplicity = 2
net charge = +1
lowest unoccupied orbital energy (alpha / beta) = -2.2039 / -8.7872 eV

The highest F_max belongs to which entry?
C26H68Cu2O26S8

Among the records above, which one has the highest F_max?
C26H68Cu2O26S8

Number 2 is which compound?
C26H70O15